1.
Molecular formula: CH2ClNO2S2
Method: DFT, ωB97M-V with the def2-TZVPD basis set

Properties
HOMO (alpha / beta), eV: -9.43 / -9.43
Energy above the lowest of the compared OMol25 structures with the same formula, charge and spin, eV: 1.145
HOMO-LUMO gap (alpha / beta), eV: 7.9 / 7.9
Maximum force, eV/Å: 2.0

```
! RIJCOSX wB97M-V def2-TZVPD def2/J DEFGRID3
* xyz 0 1
C 0.72163 1.33761 0.03799
N -0.05867 0.29595 -0.03001
O 3.28307 0.08897 -1.37893
O 3.75799 0.21385 1.06704
S 0.93445 2.88861 0.03381
S 2.79447 0.08122 0.00622
Cl 1.91575 -1.85586 0.31452
H -0.95124 0.51522 -0.46246
H 0.28634 -0.73744 -0.05233
*
```

Here are the Mulliken charges for atoms 1 to 8, given in e: 0.522, -0.284, -0.478, -0.471, -0.175, 0.718, -0.342, 0.261

***

2.
Molecular formula: C35H31F32NO7S2
Method: DFT, ωB97M-V with the def2-TZVPD basis set

Properties
HOMO, eV: -8.06
HOMO-LUMO gap, eV: 8.2
Maximum force, eV/Å: 6.0

```
! RIJCOSX wB97M-V def2-TZVPD def2/J DEFGRID3
* xyz 0 1
O -2.22011 -7.47768 0.09118
S -2.04826 -6.04742 -0.39563
O -1.43550 -5.23618 0.71595
O -3.61229 -5.45330 -0.64899
C -1.02292 -5.98076 -1.97116
C 0.25131 -6.95022 -1.87697
C 1.57913 -6.36477 -2.57316
C 1.93346 -4.99746 -1.77813
C 2.03393 -5.12795 -0.22230
C 2.32688 -3.89946 0.67258
C 2.50183 -2.53042 -0.04913
C 2.42846 -2.40976 -1.61963
C 2.15044 -3.62907 -2.52480
S 2.66138 -0.66389 -2.25096
C 1.60772 0.27691 -1.01965
C 0.64906 1.41236 -1.44197
C -0.21893 2.10462 -0.36343
C -0.07406 1.61612 1.11580
C 0.90281 0.45786 1.54030
C 1.77656 -0.23648 0.46399
N 2.73678 -1.33755 0.78933
H -3.70042 -5.08281 -1.55791
H -1.72252 -6.38353 -2.79422
H -0.78261 -4.88891 -2.19633
H 0.38114 -7.23816 -0.77682
H 0.00171 -7.93415 -2.43029
H 1.32102 -6.12464 -3.67270
H 2.42266 -7.13058 -2.48135
H 1.88922 -6.14794 0.26277
H 2.39290 -4.03839 1.79922
H 2.08506 -3.52102 -3.65340
H 0.52134 1.75786 -2.52744
H -0.96188 2.92463 -0.63883
H -0.68475 2.09139 1.95677
H 0.92926 0.13294 2.64209
H 3.70912 -0.99674 0.72321
C 2.81483 3.61969 -4.43490
C 3.84781 2.92162 -3.52130
C 4.62247 3.83817 -2.56927
F 5.35871 4.75881 -3.21751
F 5.49746 3.10854 -1.82940
F 4.68466 2.18351 -4.28679
F 3.15188 2.03017 -2.75470
O 3.22426 3.92837 -5.77588
C 3.94645 5.12698 -5.97437
C 5.38497 4.88245 -6.44806
F 6.07406 4.10832 -5.58273
F 6.06229 6.05201 -6.54846
F 3.87756 5.88201 -4.86135
F 3.27448 5.81208 -6.92894
H 2.00084 2.90073 -4.57063
H 2.34417 4.47874 -3.94874
H 3.94786 4.34917 -1.87786
H 5.39607 4.38862 -7.42209
C -3.41830 -2.19540 -4.93238
C -2.38274 -2.87379 -4.00765
C -1.60781 -1.94006 -3.07312
F -0.87525 -1.03116 -3.73940
F -0.73021 -2.65539 -2.32371
F -1.54446 -3.62375 -4.76108
F -3.07727 -3.75692 -3.22252
O -3.00931 -1.91049 -6.27794
C -2.28935 -0.71328 -6.49658
C -0.84963 -0.96261 -6.96441
F -0.15955 -1.72052 -6.08455
F -0.17505 0.20648 -7.08403
F -2.36112 0.06050 -5.39679
F -2.96164 -0.04663 -7.46298
H -4.23069 -2.91854 -5.05464
H -3.89079 -1.32900 -4.46160
H -2.28087 -1.41743 -2.38867
H -0.83617 -1.47312 -7.92977
C -6.02252 1.14342 3.64461
C -5.32780 0.47469 2.43612
C -4.13874 -0.43413 2.76411
F -3.13222 0.22399 3.36943
F -3.61830 -0.94984 1.62109
F -4.98396 1.43177 1.54227
F -6.27286 -0.29537 1.81982
O -5.64512 2.49400 3.95453
C -4.48700 2.67862 4.74194
C -3.35934 3.38619 3.98083
F -3.01243 2.71548 2.86178
F -2.24142 3.47086 4.74457
F -4.10844 1.49837 5.26853
F -4.86709 3.44657 5.78890
H -7.08012 1.22380 3.37549
H -6.01331 0.50720 4.53380
H -4.44429 -1.27063 3.39736
H -3.65718 4.39518 3.68807
C -0.01966 2.16229 6.90578
C -0.37105 2.67950 8.31910
C 0.17328 4.06519 8.67968
F 1.51711 4.11767 8.66039
F -0.19881 4.39774 9.94372
F 0.00128 1.75218 9.23183
F -1.73443 2.74576 8.38292
O 1.09724 1.26623 6.79707
C 2.38590 1.84140 6.71883
C 3.26194 1.50378 7.93207
F 2.68948 1.89710 9.09019
F 4.45647 2.13906 7.85298
F 2.27388 3.16555 6.49984
F 2.95481 1.32822 5.60315
H -0.87300 1.55632 6.58593
H 0.03465 2.96836 6.16914
H -0.21909 4.83056 8.00557
H 3.44261 0.42858 7.99538
*
```

Here are the Mulliken charges for atoms 1 to 8, given in e: -0.652, 1.193, -0.551, -0.480, 0.162, -0.817, -0.636, 0.385

***

3.
Molecular formula: C15H26N
Method: DFT, ωB97M-V with the def2-TZVPD basis set

Properties
HOMO, eV: -12.27
Energy above the lowest of the compared OMol25 structures with the same formula, charge and spin, eV: 0.000
HOMO-LUMO gap, eV: 10.0
Maximum force, eV/Å: 3.5

```
! RIJCOSX wB97M-V def2-TZVPD def2/J DEFGRID3
* xyz 1 1
C -1.46940 -0.64660 0.76449
C -0.16946 -0.96203 0.35035
C 1.32362 1.77922 -2.96995
C 1.95469 -0.19855 1.42037
C -2.54457 -1.74003 0.76104
C 0.16482 -2.39224 -0.14312
C -1.86306 0.74281 1.24267
C -2.25501 -2.95168 -0.11928
C -0.88111 -3.45073 0.27258
C 1.60026 0.14912 -1.02527
C 0.64580 0.91672 -1.89437
C 1.41510 2.53034 0.83593
C -0.64946 1.60038 1.51117
C -0.14427 1.81594 -0.90461
C 0.92368 0.10858 0.31949
N 0.37278 1.49312 0.45342
H 1.66065 1.14208 -3.78257
H 0.57376 2.44677 -3.44162
H 2.17077 2.39911 -2.66778
H 2.81083 0.51191 1.45514
H 1.53603 -0.13465 2.45040
H 2.38045 -1.21500 1.26524
H -3.47511 -1.29045 0.44180
H -2.67338 -2.05068 1.81672
H 0.19616 -2.39938 -1.24841
H 1.15250 -2.65995 0.22170
H -2.44669 0.69455 2.18237
H -2.47558 1.23149 0.46703
H -2.97985 -3.77258 0.01172
H -2.30673 -2.67522 -1.18241
H -0.86839 -3.64772 1.33758
H -0.66537 -4.40216 -0.20899
H 1.78933 -0.83372 -1.44807
H 2.56792 0.69661 -0.96299
H -0.01388 0.22555 -2.39274
H 1.67020 2.47314 1.91166
H 2.34399 2.53952 0.27031
H 0.99765 3.52162 0.66162
H -0.21051 1.29836 2.46341
H -0.95487 2.66639 1.65490
H 0.00123 2.90596 -1.11806
H -1.20549 1.53410 -1.03289
*
```

Here are the Mulliken charges for atoms 1 to 8, given in e: 1.338, 0.017, -1.732, -1.719, -1.306, -0.852, -1.605, -0.719

***

4.
Molecular formula: C30H27CoN2O6P2S
Method: DFT, ωB97M-V with the def2-TZVPD basis set

Properties
HOMO, eV: -8.67
Energy above the lowest of the compared OMol25 structures with the same formula, charge and spin, eV: 0.000
HOMO-LUMO gap, eV: 8.2
Maximum force, eV/Å: 2.5

```
! RIJCOSX wB97M-V def2-TZVPD def2/J DEFGRID3
* xyz 0 1
Co 0.14881 -2.92978 -0.80056
O 1.67275 -5.86380 -0.16643
S 2.05575 -4.48920 0.03846
O 2.71944 -2.28887 2.33632
O 1.70850 -3.66132 -1.30455
O 0.75358 -3.70249 0.69869
C 0.76524 0.57826 -0.87637
P 1.05716 -0.97063 0.03222
C 2.85004 -0.99212 0.27489
C 3.42248 -1.64897 1.37209
C 4.80709 -1.62944 1.54739
C 5.62123 -1.00039 0.63154
C 5.07364 -0.37299 -0.48521
C 3.70380 -0.37606 -0.65022
C 0.35231 -0.68191 1.67509
C -0.81961 -1.33115 2.05644
C -1.38443 -1.07359 3.29783
C -0.78258 -0.16476 4.15539
C 0.38579 0.48481 3.77993
C 0.95556 0.22564 2.54476
P -0.88542 1.41423 -0.87216
C -0.50783 2.80340 -2.02576
C 0.56349 2.85733 -2.91088
C 0.73111 3.94587 -3.76301
C -0.17155 4.99360 -3.74180
C -1.25387 4.94691 -2.86930
C -1.42082 3.86250 -2.02805
C -0.75582 2.33866 0.71275
C 0.22235 3.30859 0.94185
C 0.22922 4.04441 2.11247
C -0.74943 3.82231 3.07798
C -1.72342 2.86209 2.86487
C -1.72738 2.12697 1.68264
H 1.00073 0.35242 -1.91909
H 1.50831 1.28760 -0.50151
H 1.82488 -2.53352 2.04131
H 5.21122 -2.13982 2.41079
H 6.69322 -1.00467 0.78035
H 5.70807 0.10750 -1.21670
H 3.29029 0.11130 -1.52219
H -1.28700 -2.05352 1.40111
H -2.28636 -1.59099 3.59624
H -1.22353 0.03763 5.12304
H 0.85584 1.19004 4.45232
H 1.87726 0.71969 2.26123
H 1.28839 2.05690 -2.95656
H 1.57473 3.96837 -4.44042
H -0.03743 5.84261 -4.39886
H -1.96958 5.75830 -2.84787
H -2.26892 3.84104 -1.35218
H 0.97210 3.51102 0.18392
H 0.98956 4.79797 2.27264
H -0.75044 4.40285 3.99143
H -2.48613 2.68473 3.61176
H -2.49241 1.37730 1.51716
C -4.02379 -1.25100 -1.90744
N -3.41029 -2.57219 -1.81234
C -4.12757 -3.73269 -2.08388
C -3.56339 -4.94194 -2.04984
C -2.12911 -5.09181 -1.72654
O -1.54586 -6.14351 -1.71126
N -1.49921 -3.87484 -1.44148
C -2.10780 -2.70568 -1.50297
O -1.36846 -1.68605 -1.23316
H -5.05230 -1.31834 -1.55968
H -4.01056 -0.88785 -2.93493
H -3.46623 -0.55266 -1.28728
H -5.17038 -3.57155 -2.31941
H -4.13504 -5.83276 -2.25701
*
```

Here are the Mulliken charges for atoms 1 to 8, given in e: -0.153, -0.525, 0.671, -0.704, -0.568, -0.602, -2.428, 2.051

***

5.
Molecular formula: C39H37ClFIN7O2
Method: DFT, ωB97M-V with the def2-TZVPD basis set

Properties
HOMO, eV: -10.76
Energy above the lowest of the compared OMol25 structures with the same formula, charge and spin, eV: 8.298
HOMO-LUMO gap, eV: 5.6
Maximum force, eV/Å: 5.1

```
! RIJCOSX wB97M-V def2-TZVPD def2/J DEFGRID3
* xyz 1 1
C -1.75451 1.04476 5.74516
C -0.65572 1.50253 4.63907
C -0.64534 0.56842 3.32375
Cl -2.05528 -0.64822 3.39135
C 0.67289 -0.30838 3.13210
N 1.62059 -0.65328 4.14632
N 2.73110 -1.38273 4.08794
C 3.04829 -1.96618 2.84537
I 4.82504 -3.21590 2.72793
C 2.20664 -1.77996 1.51234
F 2.55710 -2.39125 0.30460
C 0.93030 -0.87509 1.68137
O 0.05777 -0.58649 0.58913
C 0.53627 0.58568 -0.13237
O -0.18135 1.59422 -0.24248
C 1.99281 0.51621 -0.79573
C 3.20617 1.35929 -0.28572
C 4.61351 1.22120 -0.93786
C 4.86617 0.23882 -2.11867
C 3.65695 -0.56901 -2.66113
C 2.20841 -0.43930 -2.00718
H -1.54078 0.01706 6.19220
H -1.64848 1.80290 6.61197
H -2.83827 1.16854 5.37603
H 0.36482 1.58574 5.14672
H -0.94116 2.56331 4.27898
H -0.84313 1.21433 2.39743
H 1.39646 -0.25799 5.08585
H 3.08959 2.09455 0.57942
H 5.50518 1.83902 -0.56574
H 5.88309 0.08653 -2.60216
H 3.78991 -1.29773 -3.52341
H 1.29817 -1.02394 -2.38809
N -5.46258 0.62376 -0.52933
C -4.19849 0.40700 -0.93584
C -3.10815 1.13377 -0.48514
C -3.33009 2.14677 0.43567
C -4.62422 2.39366 0.87120
C -5.64755 1.60914 0.36358
H -4.07571 -0.39317 -1.65891
H -2.11389 0.91426 -0.84449
H -2.50175 2.73880 0.81082
H -4.83341 3.17717 1.58894
H -6.67551 1.76168 0.67638
N -7.32130 -4.01730 -3.63091
C -7.31568 -3.58459 -4.90186
C -6.83341 -2.34570 -5.29273
C -6.32990 -1.49942 -4.31529
C -6.32534 -1.92050 -2.99319
C -6.82700 -3.17971 -2.70551
H -7.72240 -4.28034 -5.62858
H -6.85146 -2.04993 -6.33436
H -5.94445 -0.52088 -4.58124
H -5.94079 -1.28534 -2.20443
H -6.84178 -3.55560 -1.68736
N 6.45140 -5.56425 -2.21669
C 5.77635 -5.14180 -1.13652
C 6.36577 -4.49036 -0.06502
C 7.73430 -4.26352 -0.10638
C 8.45693 -4.69157 -1.21030
C 7.77350 -5.33094 -2.23250
H 4.71014 -5.34497 -1.14924
H 5.76861 -4.16828 0.78191
H 8.23293 -3.75768 0.71387
H 9.52587 -4.53194 -1.27594
H 8.29365 -5.68104 -3.11824
N -1.25103 4.50435 6.30414
C -0.51284 5.20501 5.42686
C -0.33372 6.57683 5.49149
C -0.95480 7.27188 6.51906
C -1.72475 6.57433 7.43841
C -1.83942 5.20191 7.28961
H -0.04968 4.61834 4.63951
H 0.27529 7.08922 4.75726
H -0.83969 8.34692 6.60279
H -2.22384 7.08494 8.25229
H -2.42769 4.61221 7.98541
N 1.75407 -1.03414 -5.54265
C 1.37475 0.25387 -5.59860
C 0.32577 0.71697 -6.37597
C -0.37267 -0.19898 -7.14874
C -0.00046 -1.53476 -7.11492
C 1.05996 -1.89904 -6.30133
H 1.95448 0.93311 -4.98142
H 0.06265 1.76735 -6.37850
H -1.19886 0.12516 -7.77205
H -0.52271 -2.27638 -7.70622
H 1.38534 -2.93253 -6.23831
*
```

Here are the Mulliken charges for atoms 1 to 8, given in e: -1.165, -0.372, 0.730, -0.119, 0.081, 0.593, -1.126, -0.197